ORCA calculation (ωB97M-V/def2-TZVPD) on 10 unconnected molecules or ions with the total composition C24H59BN2O13Si at a distorted geometry.

Positions of all 100 atoms, in Å:
C: -6.19 1.80 -1.55
Si: -4.93 0.43 -1.88
C: -5.78 -1.13 -2.53
C: -4.21 -0.06 -0.20
O: -3.70 0.91 -2.98
C: -4.16 1.70 -4.05
C: -2.95 2.27 -4.88
N: -1.72 2.11 -4.07
C: -0.91 1.09 -4.41
C: 0.24 0.86 -3.71
C: 0.55 1.67 -2.62
C: 1.80 1.35 -1.86
C: 3.07 1.71 -2.30
C: 4.17 1.35 -1.56
N: 4.00 0.65 -0.44
O: 5.10 0.28 0.29
B: 5.40 -1.12 -0.04
O: 4.91 -2.12 0.78
O: 6.16 -1.44 -1.14
C: 2.80 0.31 0.03
C: 1.67 0.65 -0.66
C: -0.30 2.72 -2.30
C: -1.43 2.92 -3.06
H: -5.75 2.76 -1.82
H: -7.07 1.58 -2.17
H: -6.42 1.84 -0.48
H: -5.10 -1.97 -2.37
H: -6.03 -0.99 -3.58
H: -6.65 -1.32 -1.90
H: -5.01 -0.62 0.30
H: -4.00 0.82 0.44
H: -3.34 -0.73 -0.29
H: -4.79 1.10 -4.72
H: -4.76 2.56 -3.74
H: -2.84 1.73 -5.82
H: -3.10 3.32 -5.13
H: -1.19 0.47 -5.25
H: 0.89 0.03 -4.01
H: 3.22 2.26 -3.23
H: 5.19 1.59 -1.84
H: 4.13 -2.48 0.34
H: 5.60 -1.58 -1.92
H: 2.77 -0.23 0.98
H: 0.71 0.35 -0.25
H: -0.08 3.37 -1.46
H: -2.13 3.73 -2.85
C: 8.91 -2.33 1.68
O: 8.12 -1.16 1.90
H: 9.84 -2.22 2.23
H: 8.38 -3.22 2.04
H: 9.13 -2.45 0.62
H: 7.30 -1.27 1.42
C: -3.78 0.57 3.51
O: -4.29 1.46 2.52
H: -3.25 -0.23 3.00
H: -3.10 1.09 4.18
H: -4.60 0.14 4.09
H: -4.77 2.16 2.99
C: 7.18 -1.55 4.93
O: 5.85 -2.04 5.06
H: 7.63 -1.50 5.92
H: 7.77 -2.21 4.30
H: 7.17 -0.55 4.50
H: 5.47 -2.07 4.18
C: 3.23 -1.09 -5.61
O: 1.85 -1.43 -5.45
H: 3.72 -1.17 -4.64
H: 3.71 -1.78 -6.31
H: 3.33 -0.07 -5.99
H: 1.44 -1.37 -6.31
C: 3.89 -2.56 8.11
O: 3.94 -3.10 6.80
H: 2.86 -2.61 8.47
H: 4.53 -3.14 8.78
H: 4.22 -1.52 8.11
H: 4.86 -3.04 6.49
C: -4.96 4.11 1.02
O: -6.25 3.98 0.44
H: -4.43 3.17 0.92
H: -4.41 4.90 0.49
H: -5.05 4.37 2.08
H: -6.71 4.82 0.54
C: -1.29 6.36 0.00
O: -1.97 5.17 -0.44
H: -1.77 7.21 -0.47
H: -1.37 6.45 1.08
H: -0.24 6.32 -0.29
H: -1.55 4.42 -0.01
C: -7.07 -4.80 -0.86
O: -6.15 -4.01 -1.61
H: -7.87 -4.15 -0.51
H: -7.50 -5.58 -1.49
H: -6.58 -5.25 0.00
H: -5.45 -4.60 -1.92
C: 1.82 -4.95 4.05
O: 2.99 -5.38 4.72
H: 1.41 -5.79 3.50
H: 1.08 -4.59 4.76
H: 2.06 -4.15 3.34
H: 3.34 -4.63 5.20

The charge is +2. Its LUMO energy is -7.2 eV. The calculation puts the orbital gap at 5.491 eV. The calculation puts the strongest force on any atom at 1.84 eV/Å. Its spin multiplicity is 1.

These are the Mulliken partial charges, in e, on atoms 1 to 8: -1.09 0.37 -0.99 -0.84 -0.14 -0.19 -1.13 0.20